{"formula": "C29H46ClN2O9S2", "method": "ωB97M-V with the def2-TZVPD basis set", "charge": 1, "multiplicity": 1, "e_lumo_ha": -0.162, "fmax_ev_per_a": 4.92, "e_tot_ev": -86406.8133, "homo_lumo_gap_ev": 6.323, "symbols": ["H", "C", "H", "H", "H", "H", "H", "C", "H", "H", "H", "H", "H", "C", "C", "H", "H", "H", "C", "H", "H", "O", "H", "H", "O", "H", "S", "Cl", "H", "C", "H", "C", "C", "H", "C", "H", "C", "C", "C", "H", "H", "H", "H", "O", "H", "N", "C", "H", "C", "C", "C", "C", "C", "O", "H", "H", "C", "C", "C", "H", "O", "O", "H", "H", "C", "H", "H", "C", "H", "C", "C", "C", "H", "C", "H", "O", "H", "O", "N", "O", "S", "C", "H", "C", "H", "H", "H", "H", "H"], "coordinates": [[-4.673126, 6.639353, -1.998403], [-1.078727, -2.893798, 3.887992], [1.317886, 1.816542, 4.486398], [4.514877, 4.055694, -2.484550], [1.989414, 2.614679, 1.930316], [2.884797, -0.119712, -4.995545], [2.647853, 0.963477, 0.162160], [2.240604, 1.577544, 2.370030], [0.133045, 1.892008, -0.513623], [4.009715, -2.180498, -1.162063], [-1.558489, 8.786967, -1.471440], [2.282063, -6.371122, 0.880745], [4.123649, -3.974532, -1.501443], [2.775405, -5.481770, 0.366485], [-2.820162, 5.493088, -2.095728], [-4.300423, -0.924856, 1.611964], [-4.385479, -0.462245, -0.155666], [-2.092078, 2.866199, -2.121708], [3.184569, 0.546079, -4.183892], [-3.183363, -3.334067, 0.199604], [-1.821052, -3.488809, 4.543965], [-3.855682, 1.902361, -0.652118], [4.715149, 2.758113, -1.286970], [3.403882, 2.675435, -2.451209], [-2.111350, 6.465342, -2.679241], [0.867824, -1.565895, 2.148646], [0.928036, -4.682037, 2.750721], [3.874156, 1.564202, 3.214903], [-3.193681, 8.347716, -1.012597], [-4.160829, 5.817121, -1.504063], [-6.248184, -2.632954, 0.973478], [-3.804500, -1.118822, 0.583540], [0.427287, -3.421248, 4.008002], [5.145719, 2.452580, -4.323803], [4.445859, 2.977756, -2.323623], [3.557744, -5.914345, -0.364989], [-1.680090, -2.833087, 2.403532], [-1.219126, -1.521437, 1.573348], [1.134267, 1.284018, 3.489039], [-1.093912, -1.825591, 4.329154], [6.393196, 2.555150, -3.102261], [-2.002574, 8.143435, -3.825172], [-1.555609, -3.785540, 1.785923], [-6.145477, -5.417791, 0.232177], [1.125689, -2.509946, 4.035673], [3.526372, -4.659414, 1.357064], [-5.382950, -4.766826, 1.234007], [5.261648, -3.503691, 0.701605], [2.186198, 0.535371, 1.110821], [-0.294541, 0.983378, 0.031044], [-4.092771, -2.647691, 0.179945], [4.417361, -0.019790, -3.535959], [-2.582499, 8.704448, -1.844012], [4.554956, -1.216029, -3.406990], [-4.806900, 4.943385, -1.613728], [3.885368, -2.460352, 1.323579], [1.748179, -4.622949, -0.542169], [5.362918, 2.236427, -3.275668], [-2.639915, 7.758373, -3.026178], [-4.562651, -2.763054, -0.869942], [-2.226240, 1.869996, -2.256180], [5.332902, 0.822216, -3.023940], [3.332396, 1.526241, -4.632619], [-2.934339, 9.697762, -2.129889], [0.629129, 0.130789, 0.918724], [1.064598, 0.160433, 3.730379], [2.732232, -0.408689, 1.498181], [-2.731599, 1.459543, -0.974350], [-4.038958, 6.043682, -0.443929], [-1.794905, 0.538505, -0.083361], [4.111454, -3.423198, 0.755799], [-5.250970, -3.175332, 1.203878], [-4.979180, -2.857636, 2.281923], [3.637080, -3.205039, -0.788689], [2.382809, 0.596813, -3.445622], [-4.834031, -5.390241, 2.178189], [0.710358, -4.581225, -0.043256], [-2.345284, 4.379413, -1.983866], [0.138088, -1.058074, 1.608770], [2.191173, -3.260401, -0.775972], [3.645285, -3.748288, 3.882575], [-2.263549, -0.732672, 0.699699], [-2.822718, -2.697263, 2.530669], [2.766132, -4.391389, 2.578243], [-6.781180, -4.720735, -0.075861], [-3.643394, 7.670835, -3.447649], [0.538591, -3.919518, 5.042390], [1.648483, -5.156355, -1.550792], [0.066097, 1.593480, 3.165450]], "forces_ev_per_angstrom": [[0.15, 0.12, 0.14], [-0.33, 0.13, -0.16], [0.10, -0.65, -1.66], [0.01, -0.07, 0.02], [0.92, -1.45, 0.90], [-0.04, -0.08, 0.29], [-0.71, -0.70, 1.34], [-1.52, 0.55, -0.23], [-0.80, -1.55, 0.88], [-0.86, -1.55, 0.67], [-0.06, 0.04, -0.14], [0.53, 1.31, -0.67], [-0.96, 1.03, 1.11], [0.43, -0.13, -1.49], [-0.08, 0.36, 0.19], [0.94, -0.24, -1.56], [1.36, -0.66, 1.15], [-0.65, -0.77, -0.62], [0.01, 0.17, -0.69], [-1.19, 1.03, 0.16], [1.37, 0.69, -1.22], [3.99, -2.21, -0.01], [0.12, 0.07, -0.10], [0.02, 0.08, -0.12], [0.19, -0.81, -0.19], [-0.94, 0.15, -0.50], [1.19, 0.65, -0.49], [-1.12, 0.03, -1.06], [-0.06, 0.07, -0.09], [-0.56, -0.19, -0.41], [1.54, -1.01, 0.15], [0.01, -0.42, 0.30], [-0.01, 0.47, 1.94], [-0.09, -0.08, 0.07], [-0.19, -0.06, 0.11], [-1.17, 0.55, 1.32], [-0.80, 1.41, 0.04], [-0.73, 1.53, -1.77], [-0.73, -0.47, 0.30], [0.03, -1.64, -0.71], [-0.06, -0.29, 0.00], [0.05, -0.33, 0.09], [0.17, 1.37, 0.87], [0.68, 2.32, 1.74], [-0.67, -1.56, -0.29], [-3.52, 0.51, 1.13], [0.87, -1.16, 2.62], [-1.68, 0.03, 0.37], [-1.17, -0.91, 1.88], [-1.25, -3.61, 2.14], [-1.35, -0.58, 0.16], [-0.25, -0.60, 0.05], [0.01, -0.09, 0.22], [0.17, 0.84, 0.16], [0.23, -0.02, 0.22], [0.06, -1.59, -0.48], [-0.51, -0.82, 0.09], [-0.14, 0.16, 0.09], [-0.13, 0.49, 0.14], [1.05, 0.51, 1.54], [0.47, -1.06, 3.61], [0.43, -0.21, 0.03], [-0.07, 0.08, 0.20], [0.04, -0.08, -0.01], [-1.76, 0.73, -1.62], [0.33, 1.62, -0.28], [-0.69, 1.43, -1.02], [-2.57, 2.08, -1.46], [0.01, -0.02, -0.06], [2.88, -1.56, 1.81], [1.88, 0.95, -1.93], [0.17, 0.10, 0.14], [-0.42, -0.76, -1.73], [0.78, -0.06, 0.88], [0.03, -0.01, -0.05], [-1.94, 1.97, -4.08], [1.66, 0.11, -0.85], [0.34, 1.05, -0.10], [-1.72, 2.10, -1.98], [0.73, -0.91, 0.20], [-1.52, -0.62, -1.70], [2.40, 1.81, -0.48], [1.89, -0.19, -0.30], [2.17, 1.01, 0.81], [0.76, -0.96, 0.00], [0.04, -0.11, 0.12], [-0.07, 0.93, -1.61], [0.09, 0.63, 1.31], [1.80, -0.41, 0.22]], "lowdin_charge": [0.0775, -0.2186, 0.0908, 0.0851, 0.1189, 0.0978, 0.1241, -0.6797, 0.1353, 0.1217, 0.0872, 0.1269, 0.1413, -0.1669, -0.4605, 0.1341, 0.1218, 0.0492, 0.0131, 0.1091, 0.1329, 0.0867, 0.0790, 0.0601, 0.0238, 0.1326, 0.8553, 0.5663, 0.0689, 0.0310, 0.1370, -0.1463, -0.5077, 0.1176, -0.0693, 0.1360, -0.1362, -0.0188, -0.1527, 0.1266, 0.1275, 0.1281, 0.1094, 0.0633, 0.0433, -0.1903, -0.4071, 0.1375, -0.1173, 0.1058, -0.1662, -0.5220, -0.0608, 0.0876, 0.1005, 0.0875, -0.1877, -0.2223, -0.2142, 0.1298, 0.0060, 0.0000, 0.0719, 0.0885, -0.1171, 0.0682, 0.1061, -0.3642, 0.1065, 0.0503, -0.1553, -0.1171, 0.1143, -0.1632, 0.0903, 0.0533, 0.0911, 0.0763, 0.1529, -0.1912, 0.6405, 0.0031, 0.1071, -0.9448, 0.1212, 0.1186, 0.0979, 0.1319, 0.0943]}